Computed, not measured: a 3-piece molecular cluster, C3H11N3S overall at a distorted geometry, with ωB97M-V/def2-TZVPD.

Computed properties:
Energy above the lowest of the compared OMol25 structures with the same formula, charge and spin ... 2.4587 eV
Frontier orbital gap ... 8.64 eV
Net charge ... +2
Spin multiplicity ... 1
LUMO level ... -8.03 eV
Total energy ... -18574.626 eV
HOMO energy ... -16.674 eV
Maximum force ... 5.09 eV/A

Geometry (Å):
S: -7.239 1.035 0.327
N: -6.805 -1.629 -0.324
N: 2.814 0.813 -1.492
N: 2.094 0.239 0.213
C: 2.507 -1.020 0.579
C: -6.997 -0.398 -0.089
C: 2.502 1.367 0.994
H: 3.688 -1.069 0.750
H: 1.831 -1.210 1.334
H: -6.634 -2.399 0.371
H: 2.399 0.420 -2.326
H: 2.300 2.283 0.557
H: 2.162 -1.757 -0.170
H: 1.860 1.281 1.808
H: 2.375 1.779 -1.297
H: 3.841 0.774 -1.642
H: -6.259 -1.855 -1.177
H: 3.562 1.346 1.585

Computed Löwdin charges, given in elementary charges: S 1.122; N 0.156; N 0.190; N -0.079; C -0.105; C -0.651; C -0.097; H 0.162; H 0.094; H 0.197; H 0.112; H 0.062; H 0.115; H 0.089; H 0.145; H 0.142; H 0.176; H 0.171

=====

Computed, not measured: C13H27NaO13 as an isolated structure at a distorted geometry, with ωB97M-V/def2-TZVPD.

Computed properties:
Energy above the lowest of the compared OMol25 structures with the same formula, charge and spin ... 0.0000 eV
Frontier orbital gap ... 7.18 eV
Spin multiplicity ... 1
LUMO level ... 0.36 eV
Total energy ... -44953.538 eV
HOMO energy ... -6.826 eV
Maximum force ... 1.44 eV/A

Geometry (Å):
Na: 23.883 -4.731 -13.943
O: 24.351 -6.661 -15.135
O: 22.114 -5.047 -9.818
O: 23.046 -1.223 -16.673
O: 25.026 -2.028 -16.360
O: 26.830 -4.396 -11.673
O: 23.317 -2.824 -15.120
O: 21.555 -5.344 -14.037
O: 23.717 -5.084 -11.342
O: 26.589 -2.445 -10.807
O: 25.316 -2.968 -12.583
O: 20.098 -4.274 -15.335
O: 20.593 -6.393 -15.749
O: 22.429 -6.887 -11.001
C: 22.828 -5.646 -10.764
C: 20.802 -5.350 -14.973
C: 25.859 -1.214 -10.702
C: 26.731 -5.306 -12.756
C: 21.047 -5.740 -9.186
C: 23.760 -2.098 -15.970
C: 19.256 -4.361 -16.467
C: 25.526 -7.320 -15.408
C: 23.109 -7.581 -12.063
C: 21.703 -1.098 -16.274
C: 25.848 -3.161 -16.031
C: 21.291 -7.590 -15.392
C: 26.188 -3.241 -11.785
H: 19.794 -4.675 -17.364
H: 21.294 -0.203 -16.741
H: 25.766 -5.819 -12.780
H: 22.376 -7.425 -15.394
H: 18.421 -5.052 -16.341
H: 25.547 -8.364 -15.040
H: 27.506 -6.053 -12.634
H: 21.084 -1.946 -16.570
H: 23.218 -6.985 -12.964
H: 24.041 -7.988 -11.678
H: 25.388 -4.124 -16.265
H: 18.868 -3.360 -16.642
H: 26.767 -3.032 -16.592
H: 20.581 -5.039 -8.500
H: 25.724 -7.379 -16.503
H: 21.583 -0.975 -15.196
H: 26.865 -4.800 -13.715
H: 20.309 -6.072 -9.916
H: 21.040 -7.891 -14.371
H: 26.424 -6.791 -15.006
H: 21.005 -8.342 -16.115
H: 26.080 -3.148 -14.964
H: 26.121 -0.787 -9.742
H: 24.787 -1.397 -10.760
H: 21.396 -6.605 -8.622
H: 22.461 -8.426 -12.304
H: 26.135 -0.550 -11.521

Computed Löwdin charges, given in elementary charges: Na 0.327; O -0.412; O 0.026; O 0.033; O 0.031; O 0.029; O 0.124; O 0.128; O 0.141; O 0.022; O 0.105; O 0.016; O 0.003; O -0.005; C -0.592; C -0.587; C -0.023; C -0.033; C -0.041; C -0.580; C -0.056; C -0.356; C -0.001; C -0.044; C -0.006; C -0.010; C -0.603; H 0.102; H 0.098; H 0.077; H 0.069; H 0.099; H 0.054; H 0.105; H 0.084; H 0.055; H 0.106; H 0.103; H 0.092; H 0.102; H 0.095; H 0.053; H 0.106; H 0.087; H 0.098; H 0.092; H 0.036; H 0.095; H 0.070; H 0.093; H 0.099; H 0.098; H 0.098; H 0.098

=====

Computed, not measured: C5H11ClLaNSV as an isolated structure at a distorted geometry, with ωB97M-V/def2-TZVPD.

Computed properties:
Frontier orbital gap (alpha / beta) ... 7.18 / 7.51 eV
Spin multiplicity ... 2
LUMO level (alpha / beta) ... -1.15 / -0.81 eV
Total energy ... -56753.054 eV
HOMO energy (alpha / beta) ... -8.322 / -8.319 eV
Maximum force ... 5.07 eV/A

Geometry (Å):
La: -1.203 -0.502 -1.523
V: 1.288 -0.140 1.845
Cl: 1.131 -1.345 -1.570
S: 4.127 -0.458 5.285
N: 2.568 -0.151 3.037
C: -2.172 -2.457 -2.283
C: -0.342 0.382 2.503
C: 3.257 -0.277 4.031
C: 1.807 1.524 0.948
C: -1.766 1.088 -3.143
H: -1.719 -3.176 -2.968
H: -0.744 1.395 2.310
H: 2.398 2.301 1.486
H: -3.160 -2.158 -2.627
H: 2.497 1.025 0.209
H: -1.216 1.313 -4.062
H: -2.266 -2.902 -1.269
H: -1.719 1.947 -2.436
H: 0.961 1.912 0.351
H: -2.812 0.874 -3.363
H: -0.914 -0.197 3.238

Computed Löwdin charges, given in elementary charges: La 1.319; V 0.712; Cl -0.201; S 0.750; N -0.129; C -0.419; C -0.217; C -0.911; C -0.252; C -0.415; H -0.023; H -0.026; H 0.027; H -0.041; H 0.010; H -0.029; H -0.036; H -0.043; H 0.003; H -0.044; H -0.036

=====

Computed, not measured: C47H57AsN2OP2S5Y as an isolated structure, with ωB97M-V/def2-TZVPD.

Computed properties:
Energy above the lowest of the compared OMol25 structures with the same formula, charge and spin ... 1.0993 eV
Frontier orbital gap ... 5.73 eV
Net charge ... -1
Spin multiplicity ... 1
LUMO level ... 2.24 eV
Total energy ... -189334.237 eV
HOMO energy ... -3.495 eV
Maximum force ... 0.66 eV/A

Geometry (Å):
Y: -0.458 0.101 -0.220
As: -2.606 1.890 1.233
S: -2.730 -0.888 -1.342
S: 0.544 2.427 0.937
S: -4.011 -1.130 2.020
S: -3.678 -3.675 -1.502
S: -4.552 -3.910 1.248
P: 1.110 1.350 -2.310
P: 1.203 -1.914 1.191
O: -4.641 -5.908 -0.486
N: 2.504 0.875 3.398
N: 0.602 -1.466 -1.633
C: -0.999 -6.695 0.116
C: -2.537 2.207 3.170
C: 3.495 1.925 -0.877
C: -3.437 -2.256 -0.481
C: 3.111 -0.753 -6.770
C: -6.260 2.110 -0.790
C: -0.372 -3.680 -2.102
C: -0.656 -1.066 2.925
C: -0.022 2.776 -4.579
C: 1.789 -2.387 -3.593
C: -2.732 4.732 0.301
C: -1.456 2.087 -2.652
C: -3.906 -2.329 0.784
C: -1.474 3.244 5.076
C: -4.955 1.826 -0.415
C: 1.993 0.125 -4.681
C: -6.633 3.195 1.317
C: -2.311 2.550 5.938
C: -3.375 1.514 4.041
C: -3.264 1.689 5.414
C: -1.587 3.076 3.703
C: -2.180 5.913 -0.177
C: -0.007 -4.418 0.527
C: -4.479 2.230 0.828
C: -5.324 2.917 1.690
C: -4.349 -4.746 -0.286
C: -0.539 -5.342 -0.352
C: 0.205 -2.750 -1.224
C: 1.373 -0.034 -3.436
C: -7.104 2.795 0.075
C: 2.845 2.068 -2.252
C: 0.013 4.949 0.017
C: 0.352 -3.125 0.125
C: 3.877 -1.964 2.163
C: 1.208 -1.318 -2.860
C: -0.713 -4.943 -1.679
C: 2.903 -2.652 1.214
C: -0.064 2.570 -3.068
C: 3.469 -2.685 -0.206
C: 0.286 -3.297 3.618
C: -0.537 3.756 0.495
C: 2.379 -2.198 -4.821
C: -0.802 6.018 -0.318
C: 0.574 -1.972 2.921
C: -1.926 3.651 0.643
C: 2.473 -0.937 -5.419
C: 2.959 3.504 -2.754
H: 1.776 -3.384 -3.177
H: -2.065 -6.674 0.360
H: -0.727 3.924 5.470
H: -0.392 -0.029 2.677
H: 1.688 1.290 3.838
H: 4.476 -3.112 -0.193
H: 3.996 3.839 -2.672
H: 0.936 3.153 -4.935
H: 2.647 -1.394 -7.523
H: 3.388 1.412 -2.935
H: -3.927 1.140 6.072
H: -1.176 -5.629 -2.380
H: -1.641 1.059 -2.982
H: 1.374 -1.455 3.459
H: -1.435 -1.425 2.242
H: -3.807 4.652 0.401
H: 4.177 -0.996 -6.750
H: 2.659 3.607 -3.796
H: -0.456 -7.013 1.008
H: -2.223 2.681 7.010
H: -0.579 -3.377 -3.120
H: -7.285 3.724 2.002
H: -1.144 -1.030 3.901
H: 4.797 -2.552 2.220
H: -0.926 3.628 3.050
H: 2.117 1.129 -5.075
H: -0.790 3.498 -4.868
H: -4.321 1.244 -1.073
H: -0.857 -7.451 -0.657
H: 2.538 1.309 2.480
H: -1.597 2.161 -1.567
H: 0.135 3.516 -2.554
H: 0.145 -4.719 1.554
H: 1.116 -4.003 3.542
H: -0.359 6.935 -0.690
H: 2.854 -3.282 -0.878
H: 1.089 5.025 -0.084
H: 2.797 -3.060 -5.332
H: 3.438 0.893 -0.516
H: -8.126 3.006 -0.214
H: 3.310 1.223 3.908
H: 4.551 2.201 -0.947
H: 0.108 -3.107 4.679
H: 3.478 -1.846 3.169
H: -6.623 1.777 -1.755
H: 3.012 2.557 -0.135
H: -2.244 2.708 -3.086
H: -0.233 1.839 -5.098
H: -2.823 6.744 -0.439
H: -0.615 -3.765 3.222
H: 3.012 0.279 -7.109
H: 3.535 -1.676 -0.623
H: 4.134 -0.967 1.800
H: 2.744 -3.684 1.549
H: -4.968 3.245 2.659
H: -4.118 0.827 3.658
H: 2.349 4.184 -2.154

Löwdin population analysis, charges in e, atoms 1 to 99: Y 0.884; As 1.231; S 0.443; S 0.503; S 0.449; S 0.927; S 0.910; P 1.038; P 1.049; O -0.118; N 0.039; N -0.142; C -0.042; C -0.368; C -0.147; C -1.111; C -0.067; C -0.080; C -0.073; C -0.185; C -0.112; C -0.035; C -0.088; C -0.161; C -1.206; C -0.095; C -0.118; C -0.082; C -0.093; C -0.105; C -0.144; C -0.087; C -0.115; C -0.098; C -0.036; C -0.405; C -0.116; C -1.065; C -0.274; C -0.374; C -0.302; C -0.100; C -0.513; C -0.143; C -0.299; C -0.128; C -0.305; C -0.071; C -0.535; C -0.524; C -0.112; C -0.109; C -0.717; C -0.047; C -0.102; C -0.549; C -0.414; C -0.295; C -0.106; H 0.099; H 0.074; H 0.096; H 0.022; H 0.010; H 0.078; H 0.078; H 0.052; H 0.073; H 0.094; H 0.101; H 0.117; H 0.043; H 0.066; H 0.005; H 0.092; H 0.073; H 0.056; H 0.074; H 0.094; H 0.122; H 0.096; H 0.088; H 0.075; H 0.069; H 0.099; H 0.078; H 0.033; H 0.076; H -0.040; H 0.010; H 0.093; H 0.087; H 0.069; H 0.096; H 0.064; H 0.088; H 0.111; H 0.058; H 0.094